40
Properties=species:S:1:pos:R:3:forces:R:3:lowdin_charge:R:1 method="wB97M-V/def2-TZVPD" charge=+1 e_tot_ev=-29143.7250 e_homo_ev=-12.5612 homo_lumo_gap_ev=7.84 largest_force_ev_per_a=1.2
N 0.675 -1.694 -1.258 -0.07 0.07 -0.12 0.023
C 1.005 -0.683 -2.228 0.02 -0.31 0.33 -0.255
C 1.920 0.488 -1.744 -0.40 0.26 -0.61 -0.080
C 1.141 1.736 -1.528 0.12 -0.09 0.32 -0.179
C 0.030 1.790 -0.708 -0.26 0.06 0.09 0.090
C -0.680 2.968 -0.567 -0.03 -0.23 -0.12 -0.058
C -1.872 3.004 0.350 -0.32 0.47 0.69 -0.410
O -1.940 3.822 1.216 -0.03 -0.27 -0.40 0.215
O -2.738 1.986 0.192 0.26 0.08 0.00 0.227
B -3.187 1.581 -1.062 -0.46 -0.29 -0.25 -0.705
N -3.409 0.157 -1.291 0.10 0.26 -0.10 0.176
O -3.416 2.576 -1.991 1.05 0.20 0.47 0.196
C -0.266 4.116 -1.241 -0.22 0.07 0.28 0.057
C 0.834 4.035 -2.033 0.10 0.21 -0.09 0.007
N 1.502 2.869 -2.148 0.01 0.05 -0.16 0.159
H -0.104 -1.464 -0.663 0.04 -0.03 0.17 0.063
H 1.461 -2.016 -0.715 -0.04 -0.08 0.13 0.079
H 0.064 -0.287 -2.606 -0.02 0.12 -0.18 0.110
H 1.505 -1.155 -3.071 0.09 -0.02 -0.09 0.114
H 2.646 0.680 -2.533 0.36 -0.01 0.18 0.118
H 2.414 0.231 -0.811 0.20 -0.16 -0.01 0.138
H -0.272 0.903 -0.171 -0.03 -0.11 0.00 0.152
H -2.911 -0.153 -2.122 0.07 -0.15 0.02 0.072
H -4.384 -0.002 -1.533 -0.07 -0.13 0.14 0.090
H -2.972 2.381 -2.821 -0.62 -0.06 -0.42 0.115
H -0.790 5.050 -1.126 -0.09 0.07 0.00 0.150
H 1.202 4.882 -2.586 0.19 0.00 -0.11 0.149
H 2.324 2.846 -2.738 0.05 -0.03 -0.05 0.184
C -1.395 -3.216 2.720 -0.11 0.00 -0.02 -0.036
O -0.384 -3.793 3.547 -0.03 -0.01 0.01 0.015
C 0.853 -3.383 3.292 -0.01 -0.05 0.05 -0.629
O 1.172 -2.584 2.444 0.01 0.11 -0.17 0.094
O 1.677 -3.999 4.127 0.02 -0.02 0.02 0.016
C 3.059 -3.659 3.975 0.11 -0.03 0.05 -0.031
H -2.333 -3.648 3.052 0.02 -0.03 0.04 0.097
H -1.423 -2.135 2.846 0.04 0.01 -0.03 0.094
H -1.225 -3.467 1.675 0.04 0.03 -0.01 0.093
H 3.214 -2.598 4.155 -0.02 0.02 -0.05 0.097
H 3.411 -3.925 2.981 -0.02 0.04 -0.03 0.096
H 3.590 -4.240 4.722 -0.05 -0.03 0.02 0.097